# 1
The following is a quantum chemistry calculation of a molecular structure, C18H31AlClNO2P2, from the OMol25 dataset.

```
56
Properties=species:S:1:pos:R:3:forces:R:3:mulliken_charge:R:1
C 0.995091 2.376197 -2.899828 0.40 0.17 2.53 -0.55
C 0.995273 1.744878 -1.618616 0.53 2.47 -1.58 0.02
N 0.869363 0.362758 -1.625937 -0.61 -1.15 1.82 0.78
C 0.607929 -0.313882 -2.806943 -0.22 0.11 -1.55 0.41
C 0.689043 0.295513 -4.036723 -0.25 -1.70 1.31 -0.53
C 0.935542 1.654818 -4.075128 0.01 1.13 -0.37 -0.86
C 1.456121 2.486985 -0.286913 0.01 -0.14 0.20 -1.01
P 1.262427 1.352576 1.186313 0.78 1.32 -0.14 1.30
Al 1.074933 -0.704073 0.023431 -0.62 0.63 0.96 -1.56
P -0.421096 -2.214479 -1.031014 0.85 0.59 -2.22 1.12
C 0.283992 -1.793861 -2.749657 -0.35 -0.98 0.97 -1.19
C 0.204575 -1.168399 1.859336 0.99 -0.02 -1.00 0.17
C 1.104196 -1.480646 2.881090 -0.52 -0.35 1.10 -0.37
C 0.622743 -1.919780 4.138346 0.88 0.28 -0.59 -0.74
C -0.747806 -2.054246 4.342720 0.46 0.00 0.14 -0.52
C -1.635074 -1.681663 3.339540 0.00 0.20 0.11 -0.92
C -1.160858 -1.181467 2.132297 0.20 -0.50 0.39 0.23
O -2.940795 5.259556 -1.225500 3.05 -3.24 0.52 -0.65
O -3.698524 0.717065 -2.121260 0.12 0.02 1.63 -0.63
H 1.113550 3.461381 -2.934586 0.03 -0.26 0.04 0.44
H 0.576449 -0.301561 -4.937165 -0.10 0.10 0.13 0.47
H 1.011097 2.137646 -5.016944 0.02 0.53 -0.59 0.42
C 2.758066 2.040390 2.006114 0.13 -0.01 0.53 -1.60
C -0.149643 2.004829 2.171815 0.21 0.18 -0.13 -1.33
H -0.451941 -2.138449 -3.512263 0.63 0.52 0.29 0.51
H 1.199835 -2.403001 -2.865185 -0.25 0.15 0.08 0.43
H 0.975620 3.453371 0.065784 0.18 -0.86 -1.25 0.44
H 2.578546 2.706057 -0.207038 -1.48 -0.32 -0.86 0.37
C -0.302614 -3.969754 -0.770867 -0.26 -0.29 -0.10 -1.38
C -2.173149 -1.889414 -1.318792 -0.19 -0.27 0.44 -1.19
H 2.193357 -1.369653 2.735179 -0.57 -0.22 0.02 0.23
H 1.366510 -2.157960 4.917400 -0.63 0.05 -0.28 0.36
H -1.099352 -2.412438 5.302635 -0.13 -0.04 -0.08 0.38
H -2.694433 -1.776935 3.513245 -0.25 0.11 0.08 0.43
H -1.856585 -0.778289 1.404379 -0.19 -0.26 -0.16 0.55
H -3.822342 0.616812 -1.139529 0.06 0.22 -1.49 0.33
H -4.566864 0.566195 -2.490228 -0.36 -0.02 -0.15 0.29
H -2.591271 4.616220 -0.491104 -1.39 1.97 -1.47 0.32
H -2.298430 4.878734 -1.921167 -1.64 1.24 0.93 0.34
H -4.787340 1.440304 3.404863 0.00 0.00 0.00 0.01
H 2.490404 3.094270 2.076411 0.39 0.24 0.22 0.46
H 3.116548 1.689733 2.982770 -0.61 -0.16 -0.18 0.33
H 3.599935 1.942958 1.323152 -0.05 -0.05 -0.06 0.44
H 0.169859 2.975352 2.574557 -0.32 -0.07 -0.11 0.46
H -0.953345 2.142330 1.432181 0.02 0.04 0.41 0.29
H -0.501236 1.365950 3.005148 0.38 0.15 -0.65 0.30
H -2.543193 -2.424384 -2.211451 0.26 0.33 0.27 0.48
H -2.754916 -2.243748 -0.448662 0.15 0.43 -0.31 0.47
H -2.228420 -0.806647 -1.459252 -0.39 -0.30 -0.07 0.06
H -1.055235 -4.404168 -1.441061 0.34 -0.44 0.26 0.44
H 0.717982 -4.323881 -0.966738 -0.43 -0.02 0.15 0.35
H -0.586487 -4.102952 0.282692 0.16 -0.36 -0.27 0.32
Cl 2.990587 -2.818721 0.171947 0.45 -1.16 0.11 -0.22
C 2.991696 -1.060307 -0.123063 0.76 0.46 -0.54 -0.33
H 3.670012 -0.588727 0.615953 -0.29 -0.34 -0.44 0.41
H 3.399666 -0.899393 -1.156686 -0.30 -0.10 1.00 0.43
```
Positions in Å, forces in eV/Å.

The calculation puts the lowest unoccupied orbital energy (alpha / beta) at 0.157 / 0.197 eV. As for the net charge: 0.



# 2
The following is a quantum chemistry calculation of 2 unconnected molecules or ions with the total composition C17H17Cl2O, from the OMol25 dataset.

```
37
Properties=species:S:1:pos:R:3:forces:R:3:mulliken_charge:R:1
Cl -6.185079 2.533703 -1.046658 0.02 -0.06 0.00 -0.15
C -4.692964 1.736910 -0.792804 0.66 -0.37 0.21 0.46
C -4.649103 0.335901 -0.677946 0.29 0.21 -0.02 -0.79
C -3.426388 -0.301477 -0.500519 0.23 0.17 -0.25 -0.20
C -2.209557 0.432502 -0.440992 -0.61 0.52 0.27 0.76
C -0.936938 -0.231466 -0.398486 0.30 0.21 -2.07 -0.51
C 0.272950 0.452124 -0.537368 0.99 0.31 0.17 0.26
C 1.533364 -0.152926 -0.536523 -1.17 0.33 -0.39 -0.39
C 2.771346 0.557586 -0.671533 0.58 0.45 -0.19 0.88
C 3.985268 -0.167673 -0.774174 -0.26 0.20 0.18 -0.41
C 5.209528 0.473048 -0.866191 -0.11 0.32 -0.01 -0.74
C 5.254933 1.878256 -0.879798 -0.53 -0.46 0.04 0.44
Cl 6.773264 2.676625 -0.969949 -0.20 -0.07 0.01 -0.15
C 4.069338 2.630467 -0.819504 -0.25 -0.30 0.01 -0.83
C 2.841105 1.979235 -0.724372 0.49 -0.21 0.07 -0.32
C -2.297548 1.852595 -0.497748 -0.32 -0.10 -0.17 -0.35
C -3.515415 2.495979 -0.692105 0.34 -0.34 0.05 -0.84
H -5.572184 -0.229771 -0.759500 0.18 0.05 0.05 0.42
H -3.380682 -1.389380 -0.457251 -0.06 0.24 0.06 0.40
H -0.920703 -1.309112 -0.486205 -0.10 0.63 -0.60 0.33
H 0.233607 1.538823 -0.691427 0.12 -0.64 0.33 0.08
H 1.588449 -1.246405 -0.479499 -0.03 0.33 0.13 0.35
H 3.938822 -1.254107 -0.768413 0.10 0.14 0.03 0.36
H 6.134568 -0.091779 -0.918953 -0.15 0.07 -0.02 0.41
H 4.130998 3.717013 -0.839079 -0.07 -0.27 -0.01 0.41
H 1.929232 2.571911 -0.674512 0.33 -0.08 0.03 0.35
H -1.390811 2.457458 -0.439186 -0.45 -0.13 0.03 0.34
H -3.551719 3.578020 -0.789232 -0.06 -0.23 0.07 0.41
C -1.253099 -3.822047 2.503068 -0.15 -0.09 0.13 -1.17
C -0.327183 -2.820473 1.847674 -0.02 -0.24 0.14 -0.30
O -1.107726 -1.786557 1.217375 -0.13 -0.06 2.47 -0.35
H -0.671347 -4.655319 2.909575 -0.19 0.08 0.02 0.37
H -1.820348 -3.343984 3.308687 0.16 -0.13 0.03 0.33
H -1.993820 -4.208764 1.788099 0.37 0.07 0.10 0.30
H 0.397120 -2.386985 2.556231 -0.30 -0.08 -0.14 0.32
H 0.253674 -3.312940 1.066193 -0.07 0.13 -0.16 0.28
H -1.414941 -1.186984 1.933023 0.09 -0.61 -0.56 0.25
```
Positions in Å, forces in eV/Å.

The calculation puts the lowest unoccupied orbital energy at -5.438 eV. As for the net charge: +1.



# 3
The following is a quantum chemistry calculation of a molecular structure, C5H10N2, from the OMol25 dataset.

```
17
Properties=species:S:1:pos:R:3:forces:R:3:mulliken_charge:R:1
C 1.033476 -0.772700 -0.011956 -2.42 -0.30 0.08 -0.06
C -0.125390 -0.605506 1.025102 -0.29 2.78 1.93 -0.32
C -0.523924 0.929588 0.724455 -1.61 -0.01 1.07 -0.60
C -0.894803 0.743595 -0.778333 -0.48 -1.74 2.92 -0.83
C -0.250946 -0.686968 -0.945302 -1.81 2.17 -0.01 -0.26
H 2.369857 0.395198 -1.055211 -0.28 -1.14 2.01 0.27
H 2.140991 0.917172 0.442587 -0.44 -0.05 0.46 0.30
H 1.311721 -1.793914 0.020770 0.26 -1.14 -0.13 0.49
H -0.127132 -0.841117 2.128657 0.41 -0.11 -1.26 0.34
H -1.400300 1.383532 1.323303 1.19 -1.17 -0.65 0.27
H 0.291982 1.602354 0.948140 0.35 0.25 -0.29 0.27
H -0.526440 1.495696 -1.341679 1.19 2.44 -2.14 0.41
H -2.020833 0.707621 -0.845108 1.25 -0.15 -0.40 0.29
H -0.418952 -0.952241 -1.972529 0.55 -1.16 -0.38 0.39
H -2.057118 -1.241519 0.237010 2.46 0.33 -0.28 0.30
N 2.184615 0.038072 -0.050732 1.37 1.92 -2.76 -0.71
N -0.986801 -1.318858 0.150828 -1.68 -2.93 -0.17 -0.54
```
Positions in Å, forces in eV/Å.

The calculation puts the lowest unoccupied orbital energy at 1.052 eV. As for the net charge: 0.



# 4
The following is a quantum chemistry calculation of 3 unconnected molecules or ions with the total composition C28H60BFN3O11S2, from the OMol25 dataset.

```
106
Properties=species:S:1:pos:R:3:forces:R:3:mulliken_charge:R:1
C 4.278384 -6.927313 1.862721 -0.04 0.05 -0.15 -1.02
C 5.326103 -5.823125 1.769126 0.39 -0.24 0.01 -0.22
O 4.923230 -4.720215 2.608939 -0.44 0.31 -0.23 -0.38
C 5.071868 -3.480117 2.117571 0.31 -0.15 0.13 0.58
O 5.859389 -3.181269 1.253290 -0.39 -0.13 -0.08 -0.59
C 4.129932 -2.493029 2.785393 0.19 -0.05 0.06 -0.94
C 3.704743 -1.380803 1.813357 0.04 -0.11 -0.14 -0.86
C 2.203009 -1.360558 1.497625 0.54 -0.15 0.13 -0.89
N 1.926748 -1.502678 0.034553 -0.47 0.45 0.44 0.67
C 1.435265 -0.371991 -0.548606 0.04 -0.26 -0.68 -0.75
N 1.985830 0.823460 -0.373739 0.18 -0.07 0.25 -0.15
N 0.370850 -0.619124 -1.311448 -0.24 0.25 1.19 -0.24
C -0.224373 -1.902276 -0.821702 -0.33 0.16 -0.53 0.85
C -1.033971 -1.497499 0.467028 0.11 -0.13 0.44 -1.53
S -2.793004 -1.951020 0.493941 -0.06 0.02 -0.24 -0.25
C -3.051233 -2.531791 2.187855 -0.17 0.08 0.21 -0.10
C -4.551479 -2.804360 2.346567 0.05 0.04 -0.23 -1.12
B -1.307392 -2.479735 -1.890546 0.43 -0.09 -0.40 0.50
C -1.704757 -3.968643 -2.132297 -0.29 0.02 0.38 -0.78
O -1.844630 -1.429736 -2.572597 -0.31 0.10 0.48 -0.76
C 1.113276 -2.610968 -0.517432 0.44 -0.14 -0.09 0.17
C 1.094437 -3.957091 0.257246 -0.15 0.09 0.05 -0.08
C -0.035026 -4.272768 1.209748 0.09 -0.08 0.11 -1.48
F 2.294112 -4.077724 0.967412 0.12 -0.05 -0.03 -0.09
S 2.042825 -3.054099 -2.117366 -0.12 -0.18 -0.38 1.45
C 3.618930 -3.667953 -1.562882 0.08 0.13 -0.08 -0.71
O 1.286754 -4.125918 -2.707545 0.00 -0.13 0.04 -0.74
O 2.305155 -1.894209 -2.921228 -0.08 0.41 0.38 -0.72
H 3.425058 -6.586189 2.446028 0.02 0.00 0.07 0.28
H 3.908626 -7.195659 0.873068 0.01 -0.02 -0.01 0.27
H 4.679270 -7.829204 2.318459 -0.03 0.01 0.09 0.31
H 6.300634 -6.174775 2.103530 0.02 0.08 0.09 0.47
H 5.460517 -5.465753 0.750504 -0.07 0.14 0.01 0.21
H 3.287937 -3.061386 3.177091 -0.05 0.10 0.02 0.31
H 4.651309 -2.068786 3.644912 0.05 -0.07 0.01 0.50
H 4.037582 -0.409519 2.178234 -0.10 0.02 0.06 0.54
H 4.232137 -1.540665 0.872442 0.11 0.07 0.05 0.51
H 1.716413 -2.182223 2.011614 -0.11 0.01 -0.08 0.22
H 1.736337 -0.439933 1.847314 -0.02 0.01 -0.07 0.70
H 2.976990 0.890988 -0.205536 -0.04 -0.01 0.25 0.26
H 1.452604 1.677469 -0.379198 -0.03 -0.01 -0.42 0.21
H -0.263191 0.151512 -1.488171 0.05 -0.13 -0.62 0.56
H -0.973656 -0.414721 0.581426 0.01 0.02 -0.05 0.56
H -0.587471 -1.917976 1.366053 0.02 0.04 -0.04 0.11
H -2.744317 -1.748491 2.881671 0.10 -0.04 0.00 0.28
H -2.466615 -3.428803 2.386195 0.04 0.00 -0.10 0.30
H -4.995005 -3.117317 1.399398 0.02 -0.10 0.01 0.31
H -4.719722 -3.607938 3.059911 -0.03 0.10 0.12 0.39
H -5.080584 -1.905426 2.658191 -0.02 -0.02 0.08 0.21
H -2.372684 -4.294902 -1.328921 -0.02 -0.01 -0.01 0.25
H -2.263252 -4.082402 -3.062518 0.08 -0.04 -0.06 0.38
H -0.855677 -4.646750 -2.139843 0.01 0.02 -0.10 0.20
H -2.692332 -1.626694 -2.987295 0.16 -0.06 -0.31 0.32
H 1.112286 -4.738335 -0.501221 -0.05 0.02 -0.07 0.68
H 0.063468 -3.730799 2.150529 -0.08 0.09 -0.04 0.34
H 0.028256 -5.332943 1.450063 -0.02 -0.03 -0.02 0.52
H -1.007310 -4.081460 0.757421 0.01 -0.02 -0.01 0.12
H 3.873476 -3.307384 -0.572309 0.00 -0.02 0.04 -0.11
H 3.609725 -4.752480 -1.616810 -0.04 -0.01 0.12 0.37
H 4.325954 -3.250186 -2.276899 0.01 -0.08 -0.05 0.54
C -2.963062 2.356249 5.053446 0.08 0.03 -0.03 -0.74
O -3.478768 2.530711 3.753461 -0.19 -0.03 0.05 -0.34
C -3.553226 1.339290 3.004553 0.12 0.05 -0.03 -0.07
C -4.723925 1.346916 2.045164 0.05 -0.11 -0.12 -0.42
O -5.981918 1.151209 2.658778 0.01 -0.07 0.03 -0.42
C -6.550725 2.236169 3.381087 -0.07 0.03 0.07 -0.40
C -7.090258 3.349376 2.513766 -0.02 0.12 0.04 -0.57
O -6.040012 4.135111 1.980890 0.10 -0.21 -0.11 -0.29
C -6.354342 4.716264 0.735917 -0.03 0.11 0.05 -0.76
H -1.898838 2.090294 5.035618 0.00 -0.02 0.00 0.31
H -3.078507 3.302347 5.577472 0.02 0.01 -0.01 0.26
H -3.511836 1.579775 5.597960 0.00 0.00 0.00 0.33
H -3.642943 0.470571 3.671086 -0.03 0.01 0.01 0.28
H -2.628982 1.225997 2.411918 0.01 -0.11 0.03 0.12
H -4.594489 0.478332 1.392099 0.00 0.04 -0.04 0.31
H -4.707329 2.242414 1.419729 0.01 0.08 0.13 0.23
H -5.853550 2.632620 4.121860 0.04 0.05 -0.08 0.16
H -7.398368 1.799633 3.912444 0.02 -0.01 0.02 0.40
H -7.741965 3.980200 3.133028 -0.07 -0.02 -0.05 0.42
H -7.695367 2.920232 1.706201 0.01 -0.03 0.00 0.34
H -6.688621 3.959617 0.016416 0.00 0.00 0.00 0.33
H -5.448338 5.187570 0.359420 -0.01 0.02 0.01 0.23
H -7.134917 5.479275 0.829259 -0.02 -0.02 -0.01 0.33
C 3.249200 7.916409 -5.000064 0.11 0.00 -0.03 -0.78
O 3.314152 6.582049 -4.544533 -0.23 -0.02 0.03 -0.29
C 3.458970 6.468143 -3.144432 0.11 0.01 -0.04 -0.64
C 2.783797 5.216193 -2.630071 0.09 0.01 0.04 -0.25
O 1.365843 5.278885 -2.600345 -0.02 -0.09 0.05 -0.45
C 0.669992 5.177638 -3.835599 -0.07 0.05 -0.02 -0.42
C 0.625291 3.777060 -4.400416 -0.03 -0.01 -0.12 -0.28
O 1.866580 3.397442 -4.962884 0.07 0.04 0.25 -0.33
C 2.135650 2.026268 -4.810013 -0.01 -0.06 -0.08 -0.49
H 4.206358 8.433839 -4.874180 -0.01 0.01 0.02 0.33
H 3.003840 7.884338 -6.059470 0.03 0.00 0.00 0.24
H 2.471785 8.478850 -4.471191 0.00 0.00 0.00 0.34
H 3.033300 7.342258 -2.637664 -0.03 -0.01 -0.01 0.35
H 4.526356 6.410150 -2.888826 -0.01 0.07 0.06 0.39
H 3.079822 5.104738 -1.583239 0.00 -0.02 -0.01 0.39
H 3.137023 4.342174 -3.182964 -0.03 0.06 -0.09 0.15
H 1.055190 5.881376 -4.574618 0.09 -0.07 -0.01 0.16
H -0.357965 5.461210 -3.599449 0.01 0.04 -0.01 0.42
H -0.155534 3.728826 -5.171005 -0.04 -0.03 0.05 0.44
H 0.349339 3.084635 -3.592410 -0.01 0.00 0.00 0.07
H 2.049313 1.730308 -3.754822 0.00 -0.07 -0.02 0.04
H 3.156403 1.838947 -5.137191 -0.01 0.05 -0.06 0.30
H 1.453843 1.409771 -5.406501 0.00 -0.04 0.04 0.35
```
Positions in Å, forces in eV/Å.

The calculation puts the lowest unoccupied orbital energy at -2.529 eV. As for the net charge: +1.



For the records above, the corresponding molar mass values read 417.834; 308.228; 98.149; 708.742 g/mol.